Record 1
{
  "formula": "C33H57CeN4OP2S",
  "method": "the ωB97M-V functional and the def2-TZVPD basis",
  "e_lumo_ev": [-9.19, -9.30],
  "charge": 3,
  "gap_ha": [0.24609, 0.24214],
  "fmax_ev_per_a": 4.75,
  "homo_ha": [-0.58377, -0.58380],
  "species": ["H", "H", "C", "C", "C", "H", "C", "C", "H", "C", "H", "H", "C", "N", "H", "N", "C", "H", "H", "H", "H", "H", "C", "H", "H", "C", "C", "H", "H", "H", "C", "H", "H", "C", "C", "C", "H", "H", "H", "C", "H", "P", "S", "H", "H", "Ce", "H", "H", "H", "H", "H", "C", "H", "H", "H", "H", "H", "H", "C", "H", "H", "C", "H", "C", "C", "C", "N", "H", "O", "H", "H", "H", "H", "H", "H", "C", "C", "C", "H", "H", "C", "C", "C", "H", "H", "C", "C", "H", "H", "H", "P", "C", "C", "H", "N", "H", "C", "H", "H"],
  "coordinates": [[3.75, 0.01, -3.60], [-3.52, -1.99, -2.42], [4.86, 2.66, -2.61], [0.05, -2.46, 5.84], [1.58, -0.21, -1.24], [5.00, 2.78, 0.82], [-1.37, -2.10, -2.13], [0.30, -2.74, -3.76], [5.58, 2.66, -3.44], [-2.80, -2.23, -1.62], [-3.01, 1.78, 0.16], [-1.75, -3.09, 1.82], [6.14, 1.00, -1.28], [0.50, 1.61, -0.24], [-5.90, -2.71, 0.59], [-0.35, -1.08, 5.63], [-4.97, -3.29, 0.49], [-6.08, -1.16, -0.91], [-2.97, -3.29, -1.40], [-4.83, -1.09, 2.34], [6.97, 1.14, -1.99], [3.31, 3.26, 1.10], [-0.94, 1.01, 6.02], [-0.88, 0.54, -3.13], [-1.07, 1.48, 3.95], [0.95, 3.37, -2.35], [-5.80, -0.29, -0.31], [4.43, -0.93, 0.89], [-0.51, -0.44, 7.67], [6.28, 1.73, -0.48], [0.75, 1.88, -2.62], [3.89, 3.04, -2.97], [2.57, 1.70, -3.80], [-3.74, -2.55, 1.07], [1.21, -1.93, -3.11], [2.32, 0.85, 1.89], [-6.00, -0.49, 0.75], [-2.25, -4.03, 0.38], [1.39, 0.38, -4.03], [-2.60, -3.57, 1.31], [-3.16, 0.78, -2.32], [-3.11, -1.24, -0.10], [-0.23, -1.36, 2.96], [4.27, 2.55, 2.43], [1.53, 1.57, 1.65], [-0.69, 0.26, 0.73], [-2.98, -4.37, 1.97], [0.12, -2.60, 6.92], [-4.74, 2.18, 0.06], [1.10, 1.98, -4.73], [6.21, -0.02, -0.88], [0.77, -1.19, -2.00], [4.60, -0.17, 2.48], [1.02, -2.66, 5.37], [2.26, -1.84, -3.41], [-4.82, 1.41, -2.24], [-6.45, 0.54, -0.62], [2.01, 3.61, -2.21], [4.64, 0.02, 1.40], [5.41, 0.49, -4.02], [-4.52, -2.67, 3.09], [-4.03, 1.37, 0.32], [5.65, 0.35, 1.16], [1.51, 1.45, -3.86], [-0.50, -0.50, 4.41], [-4.09, -1.90, 2.43], [-0.48, -1.33, -1.46], [0.57, 3.97, -3.19], [-0.93, 3.86, 2.54], [5.22, 3.34, -1.83], [1.96, -0.19, 1.85], [-5.11, -4.23, 1.04], [-1.22, 1.96, 6.45], [0.39, 3.65, -1.45], [-0.69, -3.15, 5.42], [-4.35, 0.14, -0.56], [-0.60, -0.15, 6.64], [4.07, 2.51, 1.35], [-1.08, 2.20, -3.73], [2.59, 1.04, 2.94], [1.17, 1.13, -1.34], [4.83, 1.22, -2.06], [-1.01, -2.80, -3.28], [-3.19, -1.50, 2.92], [-1.80, -3.37, -3.79], [-0.73, 1.60, -2.88], [-4.20, 0.53, -2.05], [0.59, -3.32, -4.64], [1.77, -0.62, -0.23], [-4.84, -3.55, -0.57], [3.31, 1.06, -0.88], [4.76, 0.17, -3.19], [-1.02, 2.75, 2.22], [-4.55, -0.27, -2.71], [-0.87, 0.79, 4.67], [-4.17, 1.16, 1.40], [3.58, 1.09, 1.01], [5.15, -0.81, -2.84], [-1.35, 1.88, -2.02]],
  "mulliken_charge": [0.174, 0.732, -1.522, -0.788, -1.138, 0.364, 0.336, -0.924, 0.529, -2.038, 0.216, 0.126, -1.948, -0.190, 0.376, 0.133, -1.512, 0.392, 0.814, 0.244, 0.541, 0.373, -0.495, 0.369, -0.103, -1.625, -1.851, 0.377, 0.463, 0.285, 1.807, 0.254, 0.181, 1.462, -0.365, -1.562, 0.334, 0.297, 0.242, -1.309, 0.420, 0.796, -0.423, 0.485, 0.208, 0.443, 0.567, 0.305, 0.584, 0.503, 0.404, -0.645, 0.423, 0.336, 0.596, 0.530, 0.528, 0.252, -1.851, 0.454, 0.508, -1.599, 0.455, -1.256, 0.298, -1.452, 0.672, 0.478, -0.115, 0.370, 0.089, 0.533, 0.496, 0.295, 0.336, 1.920, -0.291, -1.755, 0.563, 0.784, 0.974, 1.898, -0.827, 0.100, 0.582, -1.674, -2.006, 0.503, 0.523, 0.268, -0.003, -1.255, -0.052, 0.434, 0.438, 0.277, 1.866, 0.399, 0.262]
}

Record 2
{
  "formula": "C3H7NO2S",
  "method": "the ωB97M-V functional and the def2-TZVPD basis",
  "e_lumo_ev": [0.24, 0.24],
  "charge": 0,
  "gap_ha": [0.28583, 0.28594],
  "fmax_ev_per_a": 1.37,
  "homo_ha": [-0.27711, -0.27716],
  "species": ["H", "C", "O", "H", "H", "H", "O", "C", "N", "H", "H", "H", "S", "C"],
  "coordinates": [[1.64, 1.16, 0.78], [1.29, 0.14, 0.76], [-1.32, 2.00, -0.17], [1.18, -1.47, -0.39], [2.48, -0.40, -0.74], [-0.04, 1.30, -1.58], [-0.31, -1.33, -1.06], [-0.66, 0.99, -0.76], [1.87, -0.77, -0.01], [-1.97, 1.65, 0.46], [-1.92, -2.02, 0.75], [0.68, -0.19, 1.58], [-2.04, -0.71, 0.88], [-0.86, -0.36, -0.51]],
  "mulliken_charge": [0.336, -0.510, -0.481, 0.354, 0.281, 0.436, -0.744, -0.072, -0.339, 0.267, 0.153, 0.363, -0.361, 0.314]
}

Record 3
{
  "formula": "C4H13N2O",
  "method": "the ωB97M-V functional and the def2-TZVPD basis",
  "e_lumo_ev": [0.84, 0.54],
  "charge": 0,
  "spin_multiplicity": 2,
  "gap_ha": [0.14057, 0.31783],
  "fmax_ev_per_a": 3.03,
  "homo_ha": [-0.10977, -0.29788],
  "species": ["H", "C", "C", "H", "N", "H", "N", "H", "C", "H", "H", "O", "H", "H", "H", "H", "H", "H", "H", "C"],
  "coordinates": [[-2.03, 3.05, -1.96], [-0.46, 0.83, -1.22], [0.69, -0.32, 0.77], [1.03, 0.68, 1.07], [-1.05, 3.04, -2.11], [-0.64, 3.90, -2.41], [-0.52, -0.80, 1.49], [-0.62, -1.84, 1.51], [0.56, -0.14, -0.76], [-1.32, -0.40, 0.91], [1.31, -2.89, 2.10], [0.45, -3.32, 2.12], [0.85, 2.31, -1.90], [-1.48, 0.48, -1.19], [1.58, -0.14, -1.16], [0.73, -4.23, 2.19], [-0.63, -0.27, 2.38], [1.55, -0.90, 1.09], [0.19, -1.09, -1.21], [-0.19, 2.05, -1.71]],
  "mulliken_spin": [-0.002, 0.371, 0.690, 0.280, 0.003, 0.000, 1.640, -0.651, -0.222, -0.086, -0.004, 0.052, -0.004, -0.091, 0.045, -0.078, -0.765, -0.109, -0.097, 0.030]
}

Record 4
{
  "formula": "C7H10N2",
  "method": "the ωB97M-V functional and the def2-TZVPD basis",
  "e_lumo_ev": 0.98,
  "charge": 0,
  "gap_ha": 0.38924,
  "fmax_ev_per_a": 7.13,
  "smiles": "C=CCN1C[C@]1(C)C#N",
  "homo_ha": -0.35335,
  "species": ["H", "H", "C", "C", "H", "H", "N", "H", "H", "C", "C", "C", "C", "H", "N", "H", "H", "H", "C"],
  "coordinates": [[2.43, -0.79, -1.34], [-2.43, -1.02, -0.66], [-0.98, -0.60, 0.84], [2.04, 0.27, -1.20], [2.36, -1.34, 1.11], [-2.93, 1.36, -1.30], [0.32, -0.85, 0.23], [2.79, 0.96, -1.20], [1.11, -0.36, 2.10], [-2.03, -0.13, -0.21], [1.18, 0.32, 0.04], [-2.39, 1.13, -0.40], [1.48, -0.67, 1.24], [-1.84, 1.85, 0.17], [0.32, 2.65, 0.64], [-1.39, -1.52, 1.21], [-0.85, -0.04, 1.81], [1.42, 0.45, -2.00], [0.75, 1.63, 0.39]],
  "mulliken_charge": [0.365, 0.316, -0.678, -1.601, 0.249, 0.267, -0.390, 0.428, 0.439, -0.227, 1.397, -0.694, -0.834, 0.340, -0.535, 0.408, 0.332, 0.344, 0.075]
}

Record 5
{
  "formula": "C21H39BN2O14P",
  "method": "the ωB97M-V functional and the def2-TZVPD basis",
  "e_lumo_ev": -2.97,
  "charge": 1,
  "gap_ha": 0.32539,
  "fmax_ev_per_a": 6.13,
  "homo_ha": -0.43448,
  "species": ["C", "H", "H", "H", "H", "O", "H", "O", "H", "H", "C", "H", "H", "N", "C", "C", "O", "H", "H", "B", "H", "O", "N", "H", "H", "O", "C", "O", "C", "C", "H", "H", "C", "C", "O", "H", "H", "H", "H", "C", "C", "P", "C", "C", "H", "H", "H", "H", "H", "H", "O", "O", "C", "H", "O", "H", "H", "C", "H", "H", "C", "H", "C", "C", "C", "H", "O", "C", "O", "O", "H", "H", "H", "O", "H", "H", "H", "C"],
  "coordinates": [[0.95, 2.52, 0.35], [0.86, -2.62, -2.89], [2.51, 2.32, -8.51], [4.36, 4.30, 0.32], [0.65, 1.35, -1.58], [-4.51, 0.67, 0.37], [3.97, 1.09, -1.09], [1.95, -2.90, 6.77], [-3.86, 1.39, 2.18], [3.31, -0.80, 1.36], [-4.72, 2.89, 0.87], [4.28, 3.29, -1.09], [3.04, -2.81, 0.56], [4.08, 3.37, -0.05], [-3.91, 1.41, -0.60], [-7.67, -0.87, 1.15], [5.33, -0.15, 0.14], [1.69, -3.11, 4.73], [-8.09, -0.04, 0.58], [0.64, -0.71, 1.00], [-6.74, -1.20, 0.68], [-3.90, 2.74, -0.28], [1.68, -0.04, 0.07], [-1.57, -0.59, 0.12], [-0.49, 0.04, -3.64], [3.21, 0.74, -4.63], [2.93, 0.23, 0.88], [-3.45, 0.96, -1.64], [2.93, 1.49, -7.94], [1.60, -2.35, 5.51], [-9.68, -1.64, 1.36], [-4.31, 3.65, 1.54], [0.57, -0.49, -3.67], [2.93, 0.81, -5.81], [2.86, -1.99, 8.66], [2.74, 0.94, 1.81], [3.51, -1.56, 4.88], [0.67, 3.55, -0.13], [-0.38, -1.57, -1.77], [0.62, -1.56, -2.39], [2.58, -1.92, 7.47], [2.15, -1.15, -1.29], [-8.65, -1.99, 1.32], [1.95, 0.37, -7.77], [1.37, 0.34, -3.41], [2.16, -0.40, 4.77], [-1.47, -0.82, 1.98], [-5.63, 1.29, 2.00], [0.44, -2.66, 1.59], [3.83, -3.15, -1.12], [-7.39, -1.62, 4.46], [2.85, -0.84, 6.68], [2.58, -1.24, 5.35], [3.86, 1.16, -8.41], [-7.40, -0.48, 2.48], [0.91, 0.72, -7.73], [-8.56, -2.74, 0.53], [4.20, 0.83, 0.03], [5.77, -0.28, -0.75], [0.81, -1.01, -4.70], [2.81, -2.83, -0.59], [0.57, -2.00, 5.55], [-4.70, 1.53, 1.48], [-0.96, -0.26, 1.06], [-7.67, -1.55, 3.28], [-5.72, 3.19, 0.55], [3.20, 1.88, -6.61], [1.09, 1.26, -0.48], [-8.30, -2.54, 2.58], [1.00, -1.87, 1.90], [5.94, 2.29, 0.29], [4.72, 2.28, 1.84], [1.07, 2.50, 1.53], [2.29, -0.18, -6.51], [-1.12, 0.89, 1.26], [2.04, -0.38, -8.56], [2.00, -3.64, -0.89], [4.82, 2.24, 0.68]],
  "mulliken_charge": [-0.921, 0.451, 0.302, 0.243, 0.159, -0.264, 0.159, -0.336, 0.176, 0.293, -0.394, 0.205, 0.196, -0.504, 0.666, -0.240, -0.574, 0.230, 0.337, 0.347, 0.213, -0.324, 0.290, 0.259, 0.209, -0.572, -0.801, -0.593, -0.351, -0.195, 0.262, 0.313, -0.559, 0.627, -0.520, 0.387, 0.218, 0.264, 0.251, -0.448, 0.552, 0.482, -0.359, -0.307, 0.025, 0.106, 0.280, 0.240, 0.306, 0.367, -0.547, -0.334, -0.021, 0.275, -0.283, 0.271, 0.297, 0.392, 0.343, 0.268, -0.975, 0.279, -0.082, -0.679, 0.611, 0.289, -0.291, 0.262, -0.299, -0.569, 0.275, 0.315, 0.155, -0.266, 0.145, 0.280, 0.370, -0.633]
}

Record 6
{
  "formula": "C20H24AsF6N6O2S2Tl",
  "method": "the ωB97M-V functional and the def2-TZVPD basis",
  "e_lumo_ev": 4.38,
  "charge": -2,
  "gap_ha": 0.19925,
  "fmax_ev_per_a": 2.48,
  "homo_ha": -0.03842,
  "species": ["N", "H", "F", "C", "Tl", "C", "C", "C", "F", "H", "N", "H", "H", "F", "S", "C", "C", "H", "H", "N", "C", "H", "C", "C", "C", "C", "C", "H", "N", "C", "C", "H", "N", "H", "H", "C", "H", "H", "H", "F", "F", "F", "H", "C", "As", "S", "H", "H", "H", "H", "N", "C", "H", "C", "H", "H", "H", "O", "C", "C", "H", "O"],
  "coordinates": [[-0.26, 1.93, 6.45], [3.02, -3.01, 3.46], [4.53, -4.18, 1.42], [-0.65, 1.56, 3.95], [-0.29, -0.10, 0.52], [2.75, -2.44, 1.36], [-1.06, -3.32, -1.30], [-0.43, -1.75, -2.99], [0.53, -3.39, 1.51], [-1.61, 3.97, 0.37], [-3.23, 3.79, 4.53], [-1.71, 4.93, -1.14], [-4.83, 3.58, -1.03], [1.83, -4.23, 0.02], [0.61, 0.60, 3.25], [4.25, 1.31, -0.01], [-0.08, -2.75, -2.10], [-4.85, -2.15, -2.37], [-0.39, 3.73, -0.89], [3.92, 0.57, 1.04], [-2.36, -2.87, -1.37], [-1.86, 3.21, -3.85], [-1.79, 2.05, 3.34], [-4.36, 2.63, -0.79], [-2.72, -1.86, -2.25], [-1.44, 3.97, -0.71], [-4.13, -1.34, -2.27], [4.68, 0.17, 1.57], [5.59, 1.57, -0.23], [-0.46, 1.81, 5.31], [2.88, -2.11, 2.87], [5.81, 1.93, -1.15], [3.41, 1.91, -0.81], [0.33, -1.29, -3.62], [-4.35, 2.48, 0.29], [-1.74, -1.33, -3.08], [0.95, -3.08, -2.02], [3.08, -0.09, 0.94], [-4.26, -0.63, -3.08], [5.15, -2.15, 1.14], [2.13, -4.69, 2.08], [4.19, -3.19, -0.45], [-4.91, 1.81, -1.25], [2.13, 1.84, -0.66], [-2.52, 2.54, -1.47], [-2.37, 1.66, 1.73], [-0.80, -4.12, -0.62], [-4.33, -0.82, -1.33], [-3.39, 2.33, -3.85], [-3.36, 4.06, -3.42], [0.98, 1.90, -0.68], [1.80, -3.67, 1.24], [-3.11, -3.29, -0.71], [4.14, -3.00, 0.87], [3.71, -1.43, 3.02], [-2.02, -0.56, -3.79], [1.97, -1.59, 3.18], [-1.92, 1.06, -1.57], [-2.82, 3.12, -3.35], [-2.57, 2.98, 4.02], [6.23, 0.86, 0.11], [2.37, -1.45, 0.57]],
  "mulliken_charge": [-0.661, 0.506, -0.307, 0.335, 0.551, 1.312, -0.377, -0.561, -0.219, 0.221, -0.694, 0.386, 0.377, -0.301, -0.418, 0.656, -0.183, 0.520, 0.203, -0.252, -0.494, 0.340, 0.362, -1.070, 1.139, -0.753, -1.555, 0.202, -0.516, -0.111, -1.859, 0.252, -0.804, 0.316, 0.390, -0.256, 0.195, 0.129, 0.303, -0.293, -0.329, -0.270, 0.252, 0.697, 0.237, -0.396, 0.314, 0.133, 0.291, 0.402, -0.442, 0.509, 0.321, 0.585, 0.350, 0.142, 0.256, -0.019, -1.289, -0.026, 0.244, -0.972]
}

Question: What is the formula in the first record?
Answer: C33H57CeN4OP2S

What did the third record say?
{
  "formula": "C4H13N2O",
  "method": "the ωB97M-V functional and the def2-TZVPD basis",
  "e_lumo_ev": [0.84, 0.54],
  "charge": 0,
  "spin_multiplicity": 2,
  "gap_ha": [0.14057, 0.31783],
  "fmax_ev_per_a": 3.03,
  "homo_ha": [-0.10977, -0.29788],
  "species": ["H", "C", "C", "H", "N", "H", "N", "H", "C", "H", "H", "O", "H", "H", "H", "H", "H", "H", "H", "C"],
  "coordinates": [[-2.03, 3.05, -1.96], [-0.46, 0.83, -1.22], [0.69, -0.32, 0.77], [1.03, 0.68, 1.07], [-1.05, 3.04, -2.11], [-0.64, 3.90, -2.41], [-0.52, -0.80, 1.49], [-0.62, -1.84, 1.51], [0.56, -0.14, -0.76], [-1.32, -0.40, 0.91], [1.31, -2.89, 2.10], [0.45, -3.32, 2.12], [0.85, 2.31, -1.90], [-1.48, 0.48, -1.19], [1.58, -0.14, -1.16], [0.73, -4.23, 2.19], [-0.63, -0.27, 2.38], [1.55, -0.90, 1.09], [0.19, -1.09, -1.21], [-0.19, 2.05, -1.71]],
  "mulliken_spin": [-0.002, 0.371, 0.690, 0.280, 0.003, 0.000, 1.640, -0.651, -0.222, -0.086, -0.004, 0.052, -0.004, -0.091, 0.045, -0.078, -0.765, -0.109, -0.097, 0.030]
}

What did the second record say?
{
  "formula": "C3H7NO2S",
  "method": "the ωB97M-V functional and the def2-TZVPD basis",
  "e_lumo_ev": [0.24, 0.24],
  "charge": 0,
  "gap_ha": [0.28583, 0.28594],
  "fmax_ev_per_a": 1.37,
  "homo_ha": [-0.27711, -0.27716],
  "species": ["H", "C", "O", "H", "H", "H", "O", "C", "N", "H", "H", "H", "S", "C"],
  "coordinates": [[1.64, 1.16, 0.78], [1.29, 0.14, 0.76], [-1.32, 2.00, -0.17], [1.18, -1.47, -0.39], [2.48, -0.40, -0.74], [-0.04, 1.30, -1.58], [-0.31, -1.33, -1.06], [-0.66, 0.99, -0.76], [1.87, -0.77, -0.01], [-1.97, 1.65, 0.46], [-1.92, -2.02, 0.75], [0.68, -0.19, 1.58], [-2.04, -0.71, 0.88], [-0.86, -0.36, -0.51]],
  "mulliken_charge": [0.336, -0.510, -0.481, 0.354, 0.281, 0.436, -0.744, -0.072, -0.339, 0.267, 0.153, 0.363, -0.361, 0.314]
}